{"formula": "C3H13N3O", "method": "ωB97M-V/def2-TZVPD", "smiles": "NCCNCN.O", "e_homo_ev": -9.154, "de_lowest_ev": 1.580, "symbols": ["O", "N", "N", "N", "C", "C", "C", "H", "H", "H", "H", "H", "H", "H", "H", "H", "H", "H", "H", "H"], "coordinates": [[3.26197, -0.79181, 1.08420], [1.92587, -0.33930, -1.80612], [-3.24037, -0.05254, 0.17054], [-0.07505, -0.36857, -0.45247], [-2.04029, -0.22503, 1.04700], [-0.78049, 0.48438, 0.54396], [0.78704, 0.44552, -1.34753], [2.77738, 0.09134, -1.45315], [3.06574, -0.90840, 2.01804], [-2.91401, 0.29888, -0.72764], [-1.88989, -1.30031, 1.16240], [-0.86224, -0.72781, -0.99199], [-1.08402, 1.45719, 0.14400], [-3.73698, 0.78751, 0.46109], [-0.12240, 0.61526, 1.38882], [4.21472, -0.59050, 1.02744], [-2.28234, 0.18561, 2.01959], [0.14294, 0.68711, -2.20088], [0.99780, 1.41165, -0.88072], [1.85461, -1.16018, -1.20657]]}

=====

{"formula": "C16H19NO", "method": "ωB97M-V/def2-TZVPD", "e_homo_ev": -6.699, "de_lowest_ev": 3.451, "symbols": ["O", "N", "C", "C", "C", "C", "C", "C", "C", "C", "C", "C", "C", "C", "C", "C", "C", "C", "H", "H", "H", "H", "H", "H", "H", "H", "H", "H", "H", "H", "H", "H", "H", "H", "H", "H", "H"], "coordinates": [[0.93718, 0.55442, 0.26178], [-1.16291, 2.43296, 0.10486], [3.20462, -2.27467, 0.41367], [1.90249, -2.19289, 2.46380], [-1.73210, -0.69146, -1.42387], [-0.62408, 1.17233, -2.55117], [-1.62972, -0.62153, -3.83278], [-1.94953, 3.19644, -0.86947], [-1.09486, 3.02285, 1.44208], [-0.91948, 1.11362, -0.04290], [-0.93847, 0.59570, -3.78327], [-2.01859, -1.26741, -2.65434], [1.54879, -2.84216, 3.77045], [1.38606, -0.95337, 2.08983], [-1.07729, 0.53875, -1.37703], [2.67938, -1.04516, 0.01683], [1.61977, -0.42132, 0.77437], [2.77999, -2.86930, 1.61150], [-0.06873, 2.98841, 1.83133], [0.96525, -3.75690, 3.59883], [-1.76835, 2.47562, 2.11813], [-0.66362, 1.11853, -4.69977], [-1.20856, 0.53572, 0.84145], [-1.87280, -1.06842, -4.80759], [-1.42523, 4.05907, 1.34529], [3.95909, -2.75861, -0.21766], [2.99893, -0.52072, -0.88592], [-0.07361, 2.11656, -2.50132], [-1.33973, 3.56413, -1.70746], [-2.57514, -2.20055, -2.68156], [0.78325, -0.35747, 2.77875], [-2.79403, 2.60506, -1.26143], [2.44409, -3.14580, 4.32961], [0.95631, -2.17912, 4.40586], [-2.34906, 4.07299, -0.32805], [-2.03324, -1.14190, -0.47062], [3.15394, -3.85440, 1.89779]]}

=====

{"formula": "C4H3BiO2", "method": "ωB97M-V/def2-TZVPD", "e_homo_ev": [-7.926, -7.003], "symbols": ["Bi", "O", "O", "C", "C", "C", "C", "H", "H", "H"], "coordinates": [[2.25328, 0.28738, -0.27075], [1.11675, 1.73731, 0.22686], [1.32361, -1.35389, 0.67468], [-1.01997, 0.47714, -0.11610], [-0.81682, -1.04479, -0.30453], [-0.23465, 1.50067, 0.30079], [0.65535, -1.06049, -0.40349], [-1.30228, -1.37570, -1.23552], [-0.75943, 2.43981, 0.56557], [-1.21585, -1.60745, 0.56248]]}

=====

{"formula": "C19H17LiN5S5Se", "method": "ωB97M-V/def2-TZVPD", "charge": -1, "e_homo_ev": -3.772, "de_lowest_ev": 0.345, "symbols": ["Se", "S", "S", "S", "S", "S", "N", "N", "N", "N", "N", "C", "C", "C", "C", "C", "C", "C", "C", "C", "C", "C", "C", "C", "C", "C", "C", "C", "C", "C", "Li", "H", "H", "H", "H", "H", "H", "H", "H", "H", "H", "H", "H", "H", "H", "H", "H", "H"], "coordinates": [[2.31084, -2.01476, 4.02371], [0.04955, -2.33716, 0.28026], [-1.97269, 0.32669, 0.02730], [2.87105, 0.58544, -0.06072], [1.71408, 1.49176, -3.41284], [0.52684, 3.06599, -0.12571], [-0.11078, 0.69737, 2.91583], [1.31020, -1.52219, 5.41010], [-3.52303, -5.85618, -3.23645], [1.57913, -0.88267, 2.88384], [-5.99080, -2.57600, -3.56572], [-3.27552, -4.85490, -2.72488], [-1.80402, -3.50870, -1.31363], [0.18167, 1.39782, -2.42826], [2.67943, 0.08541, -2.81240], [-2.29129, -1.19874, -0.75683], [3.15340, 2.32755, 0.32167], [2.29261, 3.32184, -0.44969], [-3.45268, -1.32541, -1.53270], [-1.00163, 1.29575, 3.63275], [-1.20149, 1.06214, 5.03958], [-0.46208, 0.14853, 5.70416], [-1.42872, -2.33244, -0.64578], [3.65650, 0.39781, -1.68285], [-2.96121, -3.61321, -2.07231], [0.52763, -0.56259, 4.95819], [0.66987, -0.22534, 3.56095], [-0.18970, 2.71337, -1.75150], [-5.01361, -2.55131, -2.95737], [-3.80277, -2.49925, -2.18505], [0.08707, -0.14900, 0.90391], [-1.64471, 1.99895, 3.11120], [4.36493, -0.42775, -1.58923], [-1.15631, -4.37152, -1.22790], [-4.10551, -0.46691, -1.61887], [3.24149, -0.26568, -3.68036], [2.46901, 3.23813, -1.52099], [2.55481, 4.33553, -0.13764], [-0.62256, 1.12652, -3.11174], [1.99653, -0.71435, -2.52229], [-0.60515, -0.07389, 6.75340], [-1.97928, 1.62204, 5.54175], [4.22345, 1.30382, -1.90120], [4.21421, 2.55779, 0.19615], [-0.01947, 3.56343, -2.41464], [2.93020, 2.39984, 1.38882], [0.26561, 0.59880, -1.69529], [-1.25512, 2.66765, -1.51871]]}

=====

{"formula": "C5H8N2S", "method": "ωB97M-V/def2-TZVPD", "smiles": "C[C@H]1CN1/C=N\\C=S", "e_homo_ev": -8.191, "de_lowest_ev": 4.886, "symbols": ["S", "N", "N", "C", "C", "C", "C", "C", "H", "H", "H", "H", "H", "H", "H", "H"], "coordinates": [[0.18512, -0.97157, -2.75193], [0.16222, 0.39672, 1.10197], [-0.05503, -1.56769, -0.25188], [0.80874, -1.22853, -1.21774], [-0.22641, 1.99881, 2.81575], [-0.71942, 1.07381, 1.72646], [-0.01387, -0.96682, 0.85117], [-0.30033, 1.60535, 0.31846], [-0.96432, 2.88107, 2.73726], [-0.93884, 1.61735, -0.70015], [0.43557, 2.49232, 0.22391], [-0.05725, 1.39443, 3.73929], [0.71125, 2.34740, 2.57676], [2.01328, -1.08568, -1.06663], [-1.81522, 0.80604, 1.84305], [-0.38891, -1.60664, 1.76214]]}